Molecular formula: C19H22FN5O2
Method: DFT, wB97M-V/def2-TZVPD

Geometry as XYZ:
```
49
Properties=species:S:1:pos:R:3:forces:R:3
F -2.287500 1.846097 -1.402322 -0.12 -0.06 0.04
O -0.460692 -3.839790 1.242891 -0.15 -0.21 0.26
O -2.682278 -0.953294 -2.239885 0.00 0.09 -0.26
N -2.623982 -1.812570 -0.151318 0.11 -0.25 0.30
N 3.373642 -0.615164 -1.379770 0.04 -0.37 -0.28
N 0.441041 -2.279692 -0.107161 0.36 -0.03 -0.04
N 1.656408 1.567332 1.068315 -0.23 0.17 0.05
N 4.875395 0.998160 -1.299039 0.01 0.06 0.00
C -4.156625 2.629637 -0.227783 0.16 -0.07 -0.13
C 2.879976 2.086005 1.649062 0.25 0.08 0.04
C 3.840922 2.484541 0.521606 -0.08 0.06 0.13
C -3.770701 0.249811 -0.483728 0.04 0.23 -0.20
C 1.675888 -2.249735 0.650973 0.21 -0.24 0.48
C 4.499672 -0.176687 -1.866099 0.13 -0.09 -0.16
C -0.559582 -3.075990 0.294940 -0.42 -0.12 -0.24
C 3.905363 1.316709 -0.388436 -0.36 -0.06 0.23
C -3.409754 1.572532 -0.717162 -0.09 -0.03 0.11
C -1.880809 -3.007618 -0.484018 0.07 -0.28 -0.03
C -4.923385 0.007994 0.256703 0.09 0.10 -0.03
C 2.981381 0.310050 -0.454672 0.40 0.66 0.16
C 1.806395 -0.915982 1.382524 0.07 0.04 -0.23
C 0.478737 0.122385 -0.466493 0.29 -0.14 -0.13
C 1.747063 0.270955 0.392364 -0.29 -0.23 0.06
C 0.408263 -1.254396 -1.126019 -0.25 0.35 -0.27
C -5.685597 1.055503 0.742094 -0.11 -0.01 0.09
C -2.973940 -0.879632 -1.064716 -0.09 0.12 0.19
C -5.302446 2.364906 0.500663 0.01 -0.09 -0.01
H 5.073023 -0.675170 -2.621183 0.20 -0.04 -0.17
H -0.392297 0.268950 0.177375 -0.09 0.01 0.04
H 0.463277 0.899462 -1.229021 0.01 0.09 0.00
H -5.232760 -1.012047 0.432099 -0.02 -0.10 0.01
H 5.699403 1.537846 -1.506087 -0.07 -0.10 -0.01
H 2.510817 -2.368321 -0.044561 -0.09 -0.08 0.10
H 3.386722 1.359747 2.307662 0.00 0.11 -0.05
H -2.874603 -1.689045 0.817125 -0.02 0.15 -0.10
H 0.920455 1.532088 1.764619 0.04 -0.02 -0.08
H -6.580899 0.849884 1.308458 -0.08 -0.02 0.04
H -5.896208 3.182335 0.880007 -0.04 0.08 0.03
H 1.291271 -1.383856 -1.758967 -0.25 -0.04 0.00
H -3.834008 3.639379 -0.426643 0.06 0.09 -0.03
H -2.460092 -3.891339 -0.195595 0.20 0.11 -0.07
H 1.657560 -3.078432 1.360812 0.06 0.11 -0.14
H 3.442585 3.355747 -0.005663 0.03 0.05 0.06
H 2.622246 2.962756 2.246892 0.05 -0.07 0.00
H 4.824270 2.740203 0.923027 0.00 0.02 0.03
H -0.483599 -1.321605 -1.743696 0.02 -0.08 0.01
H -1.724902 -3.015741 -1.563826 -0.04 0.01 0.11
H 2.748559 -0.898676 1.933504 0.01 0.03 0.05
H 0.986335 -0.816234 2.100157 -0.04 -0.01 0.03
```
Forces are in eV/Å.

- ΔE to the lowest compared entry with this formula, charge and spin: 3.0 kcal/mol
- Orbital gap: 9.17 eV
- E: -1261.40754 a.u.



Molecular formula: C19H22N2O
Method: DFT, wB97M-V/def2-TZVPD

Geometry as XYZ:
```
44
Properties=species:S:1:pos:R:3:forces:R:3
O 3.378233 0.969234 -0.988589 -0.12 -0.19 0.49
N -0.130709 -2.012301 0.805484 -0.19 -0.30 0.22
N 2.530243 -0.044350 -1.452784 0.17 0.30 -1.17
C 1.091824 -1.868177 -1.277082 -0.19 -0.25 -0.16
C 1.716011 -3.261440 -1.141560 -0.04 0.15 -0.01
C -2.471842 -0.629468 -0.491284 0.05 0.00 -0.09
C -1.676360 1.340317 -2.239656 -0.07 0.06 -0.12
C -3.330737 0.409625 -0.791413 -0.09 -0.06 0.07
C -1.667564 2.656787 1.698761 -0.04 0.08 0.03
C -0.811963 0.304175 -1.928519 -0.07 -0.20 -0.13
C -0.099212 0.351598 1.545342 0.05 0.13 0.23
C -1.193104 -0.690830 -1.038292 -0.11 -0.03 -0.19
C 0.641737 -0.970830 1.479076 0.10 -0.16 0.08
C -0.303893 -1.859138 -0.634545 -0.01 -0.16 -0.20
C -1.921024 1.587818 2.540503 -0.10 0.00 0.11
C -0.628175 2.575597 0.790758 0.00 0.08 -0.01
C -1.139926 0.450841 2.464556 0.14 0.02 -0.01
C 0.148250 1.432566 0.711574 0.04 0.05 0.22
C -2.933065 1.404295 -1.667369 0.02 0.10 -0.10
C 2.961758 0.056084 1.595184 0.02 -0.09 -0.08
C 1.968128 -0.823351 -0.630253 0.20 0.11 0.30
C 2.057827 -0.935188 0.867057 0.10 0.27 0.40
H -2.726601 1.640477 3.258712 -0.06 0.01 0.06
H 2.974607 -0.187101 2.656858 -0.02 -0.03 0.09
H -0.821106 -2.774220 -0.963438 0.13 0.14 0.00
H 1.621096 -3.623739 -0.121860 0.03 -0.09 0.05
H 1.012588 -1.639094 -2.342183 0.01 0.08 0.12
H 3.976640 -0.008130 1.213142 0.05 0.05 0.04
H -1.340569 -0.379024 3.130299 -0.01 -0.09 0.08
H 0.167697 0.291406 -2.378091 0.13 0.00 -0.02
H -2.804397 -1.408649 0.182183 -0.03 -0.05 0.09
H 2.618456 1.079247 1.484321 0.06 0.05 0.02
H -1.033906 -2.106062 1.256807 0.10 -0.03 -0.03
H 0.943847 1.394658 -0.012288 0.14 0.01 -0.10
H -3.600722 2.219232 -1.904692 -0.05 0.07 -0.02
H 2.767067 -3.233374 -1.419212 0.11 -0.05 -0.04
H -2.275487 3.547835 1.753004 -0.05 0.08 0.00
H -0.420064 3.405933 0.131966 0.00 0.07 -0.08
H -1.359232 2.106491 -2.932311 0.03 0.08 -0.06
H 1.203756 -3.957923 -1.801296 -0.04 -0.09 -0.06
H -4.313552 0.440165 -0.343974 -0.08 0.01 0.04
H 0.754381 -1.323437 2.515762 0.06 0.11 -0.19
H 3.678491 1.400252 -1.800406 -0.23 -0.28 0.12
H 2.469611 -1.937553 1.045008 -0.12 0.06 -0.03
```
Forces are in eV/Å.

- ΔE to the lowest compared entry with this formula, charge and spin: 73.1 kcal/mol
- Orbital gap: 9.25 eV
- E: -921.91274 a.u.



Molecular formula: C19H22N2O4S
Method: DFT, wB97M-V/def2-TZVPD

Geometry as XYZ:
```
48
Properties=species:S:1:pos:R:3:forces:R:3
S 3.147804 1.456544 4.952047 -1.05 0.07 -1.10
O -1.794437 2.272666 -5.893274 0.07 -1.46 2.30
O -2.014383 0.868593 -4.088489 0.31 1.13 0.09
O -0.621331 1.440004 2.188176 -1.30 1.38 -0.28
O -1.421142 1.231552 -1.503785 -0.19 -0.01 -0.60
N 0.643022 1.989452 -1.058573 -0.75 -2.07 0.45
N 0.358140 -0.288386 1.165217 0.19 1.52 1.80
C 1.511628 -0.470894 4.209092 -0.32 0.29 -0.81
C 1.980256 1.807570 -0.550015 0.63 0.28 -0.05
C 0.319903 3.262737 -1.711592 -0.24 -0.44 -0.36
C 0.230140 3.094054 -3.248181 -0.46 -0.71 -0.23
C 2.919870 -1.007850 6.144011 -0.16 -0.28 0.22
C -1.688338 2.049516 -4.683480 -0.10 1.36 -1.67
C 2.509503 -0.142166 5.128699 0.39 -0.17 0.58
C -1.212207 3.224152 -3.792753 -0.34 -0.44 -0.27
C -0.318203 -0.314613 -0.133361 0.04 -1.09 -0.25
C 0.809709 -1.259260 -0.578100 1.42 -0.56 -0.58
C 2.307124 -2.237519 6.248756 -0.55 -0.62 -0.45
C 0.883899 -1.726961 4.296470 -0.07 -0.65 0.78
C 1.290347 -2.590768 5.318872 0.26 1.35 -0.23
C -0.334844 0.988493 -0.988737 -0.66 2.05 1.06
C 1.415764 -1.189791 0.852722 0.39 -1.15 -1.26
C 2.037977 1.733913 3.612474 -0.48 -1.44 0.10
C 0.267039 0.636639 2.190484 -0.21 -0.80 -0.84
C 1.241307 0.642329 3.297893 2.10 0.25 1.13
C -1.715256 -1.073403 -0.097710 1.30 1.06 0.10
H 1.991565 1.889840 0.519510 0.11 0.23 0.77
H 0.666907 2.104548 -3.571100 -0.35 0.96 0.54
H 2.625248 2.603014 -0.959682 -0.21 -0.49 0.14
H -1.971681 -1.354265 -1.116026 -0.11 0.01 -0.03
H 0.559102 -2.269967 -0.865646 -0.53 -0.11 -0.14
H 2.043646 2.682109 3.116094 -0.05 0.28 -0.18
H -1.923746 3.277899 -2.981173 -0.08 0.02 0.49
H 2.563299 -2.967901 7.032098 -0.04 0.59 -0.38
H -1.338695 4.159356 -4.360460 0.10 -0.60 -0.04
H 0.830626 3.857615 -3.724014 0.21 0.14 -0.13
H 1.379342 -2.154390 1.367182 -0.02 0.16 0.17
H 0.023495 -2.041958 3.672992 0.75 0.49 0.23
H 3.658417 -0.685988 6.868967 0.04 -0.07 -0.08
H 2.432510 0.838979 -0.768249 -0.15 0.11 -0.34
H -1.956289 0.951806 -3.086075 0.17 0.09 -1.12
H 0.733080 -3.485744 5.444252 -0.14 -0.80 0.11
H -0.605158 3.681240 -1.270021 0.31 -0.36 -0.37
H 2.438969 -0.831349 0.866463 0.15 0.40 0.32
H -2.453390 -0.368899 0.285242 -0.15 -0.35 0.09
H 1.460494 -0.864520 -1.377408 -0.27 -0.10 0.39
H 1.113027 3.978851 -1.490628 0.05 -0.29 0.24
H -1.623559 -1.996381 0.521317 0.03 0.84 -0.33
```
Forces are in eV/Å.

- ΔE to the lowest compared entry with this formula, charge and spin: 42.3 kcal/mol
- Orbital gap: 9.10 eV
- E: -1545.86845 a.u.